(1)
A cluster of 2 separate species, C7H6N4 in total in a non-equilibrium geometry. Source: the OMol25 dataset; level of theory: ωB97M-V/def2-TZVPD.

As for the HOMO energy: -9.11 eV. Its charge is 0. Its gap between HOMO and LUMO is 9.174 eV. The maximum force is 5.6 eV/A. As for the lowest unoccupied orbital energy: 0.1 eV. As for the energy above the lowest of the compared OMol25 structures with the same formula, charge and spin: 44.93 kcal/mol. The structure (SMILES) is N=C=Nc1cccnc1.C#N. The value obtained for the molar mass is 146.15 g/mol.

Last column: natural (NBO) charge in e.
Positions of all 17 atoms, in Å:
C: -0.8428 -0.3214 -0.6878  -0.1731
C: 1.3680 -1.3784 1.1639  0.6700
H: 2.7616 -0.2237 -0.8308  0.2030
N: 0.5548 -0.4729 1.3515  -0.5105
N: 2.3709 -2.0197 1.0439  -0.7110
H: -2.2700 0.0293 -2.2264  0.2286
H: -0.2170 -1.1068 -1.1934  0.2176
C: -1.9646 0.2595 -1.2391  -0.2708
N: 4.0447 1.2944 -1.5726  -0.2928
C: -0.5402 0.0446 0.6841  0.0800
C: -2.6177 1.1656 -0.5008  0.0226
C: -1.4749 0.8975 1.3532  0.0416
H: 2.4394 -2.9120 1.4536  0.4026
H: -3.3075 1.7904 -0.9998  0.1897
N: -2.4839 1.5222 0.8152  -0.3786
H: -1.2815 0.9808 2.4159  0.1943
C: 3.4607 0.4508 -1.0306  0.0866

Forces on atoms 1 to 3 (eV/Å):
1.349 -0.658 2.355
-2.610 3.113 0.530
-2.247 -2.720 1.303

=====

(2)
The molecule C4H6N2 in a non-equilibrium geometry. Source: the OMol25 dataset; level of theory: ωB97M-V/def2-TZVPD.

As for the HOMO energy: -8.24 eV. Its charge is 0. Its gap between HOMO and LUMO is 9.164 eV. The maximum force is 2.5 eV/A. As for the lowest unoccupied orbital energy: 0.9 eV. As for the energy above the lowest of the compared OMol25 structures with the same formula, charge and spin: 90.85 kcal/mol. The structure (SMILES) is N=C=CN1CC1. The value obtained for the molar mass is 82.11 g/mol.

Last column: natural (NBO) charge in e.
Positions of all 12 atoms, in Å:
H: -1.4541 1.1930 1.3752  0.2082
N: -0.3691 -0.4852 0.5714  -0.3930
H: -1.5749 -0.5337 -1.2314  0.1973
N: 2.7501 0.8843 -0.2036  -0.5740
C: 1.7056 0.2368 -0.3497  0.3100
H: 3.0288 0.0663 0.4103  0.3834
H: -2.4495 -0.9557 0.3363  0.2036
C: -1.0532 0.7919 0.4499  -0.2562
H: 0.9147 -1.6318 -0.7151  0.2321
H: -0.6272 1.5298 -0.2316  0.2013
C: -1.6302 -0.4354 -0.1483  -0.2532
C: 0.7589 -0.6603 -0.2634  -0.2598

Forces on atoms 1 to 3 (eV/Å):
0.034 -0.062 -0.125
-0.038 -0.143 0.067
-0.060 0.045 0.173

=====

(3)
A structure of composition C33H57BiFN2O2Si in a non-equilibrium geometry. Source: the OMol25 dataset; level of theory: ωB97M-V/def2-TZVPD.

As for the HOMO energy: -10.04 eV. Its charge is +1. Its gap between HOMO and LUMO is 7.017 eV. The maximum force is 1.8 eV/A. As for the lowest unoccupied orbital energy: -3.0 eV. The value obtained for the molar mass is 769.89 g/mol.

Last column: Löwdin charge in e.
Positions of all 97 atoms, in Å:
C: -2.6329 -1.8044 -3.3356  -0.2659
C: 5.1358 -1.1885 3.0598  -0.0606
C: -5.2556 0.1216 3.1093  -0.0598
C: -1.9249 0.9525 4.7530  -0.0253
H: 0.3023 -1.1775 -4.6695  0.1124
H: -3.5236 -3.3159 -4.5837  0.0817
H: 1.2890 1.6254 -4.4868  0.0232
C: 3.8453 0.2020 1.5505  -0.2260
N: 1.5967 1.0049 2.2657  -0.1020
H: 3.2401 -3.0086 -0.1337  0.0881
H: -3.9839 0.3763 -0.7145  0.0848
C: -4.2782 0.3133 4.0871  -0.0303
H: -1.7155 4.6670 2.0897  0.0914
H: 4.2241 -1.5881 4.9921  0.1203
C: 0.4422 0.3804 -1.5115  -0.3931
C: 1.8635 -0.3008 4.7658  -0.0390
C: -2.1169 3.6528 1.9780  0.0074
H: 2.5019 -1.5733 -2.0497  0.1086
H: 1.3721 4.3059 -1.4682  0.0429
H: 2.4186 3.9886 3.4714  0.0917
H: 1.7853 3.2510 -3.9626  0.0348
H: 3.5177 2.9732 2.5173  0.1046
C: -3.3828 1.0294 -0.0629  -0.0497
H: -4.4776 -2.8602 -3.1501  0.0822
H: 2.1829 -0.8076 5.6859  0.0887
C: -1.0030 2.6572 2.1078  -0.3332
H: 4.6886 1.3880 -0.0264  0.1012
H: 1.6143 0.7357 5.0346  0.0817
H: 3.9470 -3.5455 -1.6476  0.1023
Si: 0.4110 2.1335 -2.1957  0.3929
H: -3.6422 2.0668 -0.3307  0.0855
H: -1.0183 0.3669 4.5506  0.0619
H: -2.0546 -2.0142 -6.4479  0.0803
H: 5.7668 -0.6143 1.0632  0.1209
C: 3.0006 -3.4589 -1.0996  -0.0471
H: -6.2635 -0.1979 3.3949  0.1122
H: -2.3298 0.8697 -0.3277  0.0337
Bi: 0.0317 -0.1312 1.1293  1.8986
H: -3.0546 -0.9454 -3.8867  0.1255
C: -2.7037 0.9352 2.3781  -0.2422
H: -1.2435 3.4003 -3.5358  0.0401
H: -2.5961 -1.5472 -2.2585  0.0982
H: 1.7382 -3.0025 -2.8362  0.1218
C: 2.9661 -0.3703 3.7595  -0.2215
H: 2.5938 -4.4662 -0.9496  0.0846
C: 2.0797 -2.5749 -1.8872  -0.1161
C: 4.1293 -1.0915 4.0198  -0.0300
C: -1.3093 2.6353 -2.7486  -0.1760
H: 0.8650 -4.8680 -2.1813  0.0763
C: 3.7403 0.8804 0.2203  -0.0350
C: -3.4694 -3.0554 -3.5215  -0.0605
H: -4.4930 0.1447 5.1487  0.1196
H: -1.8743 1.7897 -3.1620  0.0187
H: -5.7118 0.2090 0.9864  0.1192
H: 1.8461 3.0425 -0.3447  0.0004
C: 1.4600 2.3099 2.5839  -0.3131
F: -0.3265 -1.6033 2.6057  -0.6188
H: -1.6324 2.0111 4.8113  0.0900
C: -2.9951 0.7225 3.7360  -0.2133
H: 2.6049 1.8166 -3.3233  0.0266
H: 3.5583 0.1658 -0.6018  0.0761
C: -0.9906 -2.0183 -6.1756  -0.0680
H: 0.9507 -0.8001 4.4094  0.0585
C: 4.9871 -0.5465 1.8314  -0.0501
O: 0.7776 -2.3618 -1.0696  -0.1794
H: -2.6184 3.5883 0.9986  0.0885
H: 2.9490 1.6327 0.2031  0.0365
H: 6.0414 -1.7646 3.2710  0.1124
H: -0.3957 -0.1581 -1.9732  -0.0266
H: -1.9022 3.0659 -1.9316  0.0162
C: -4.9522 0.3462 1.7662  -0.0428
H: -0.4049 -3.9417 -3.0581  0.0724
H: -1.2350 -0.3000 -4.8882  0.1123
C: -0.7718 -1.2935 -4.8638  -0.2714
C: -0.2694 -3.4660 -0.9688  -0.1046
C: 2.8290 0.2809 2.5243  -0.2373
C: 1.0102 3.4066 -0.9494  -0.1760
H: 0.5434 -1.3535 -0.9208  -0.0065
H: -2.3004 0.6547 5.7373  0.0866
H: 2.9788 2.4350 4.1222  0.0998
H: -2.8843 3.5083 2.7541  0.1063
H: -0.4322 -1.4957 -6.9571  0.0808
H: -0.8535 -5.2516 -1.9636  0.1078
H: -0.0560 -3.9401 -0.0079  0.1334
C: -3.6760 0.7472 1.3781  -0.2238
C: 0.3102 3.0654 2.3277  -0.0553
H: 0.4538 4.1517 2.3942  0.1224
N: -1.3630 1.3502 2.0576  -0.1320
H: 1.3663 -0.0722 -1.8797  -0.0490
H: 0.2239 3.7275 -0.2558  0.0147
C: 1.6293 2.2164 -3.6271  -0.1873
H: -0.6408 -3.0568 -6.1331  0.0827
O: -1.2899 -2.0504 -3.7711  -0.2292
C: 2.6612 2.9547 3.2073  0.0104
C: -0.1354 -4.4286 -2.1147  -0.0659
H: -3.0571 -3.9025 -2.9654  0.0685
H: -1.2294 -2.9432 -0.9219  0.1222

Forces on atoms 1 to 3 (eV/Å):
0.402 -0.021 -0.117
0.071 -0.004 -0.048
-0.071 0.044 -0.048

=====

Which of these has the lowest lowest unoccupied orbital energy? C33H57BiFN2O2Si